1.
8
Properties=species:S:1:pos:R:3:nbo_charge:R:1 method="wB97M-V/def2-TZVPD" orbital_gap_ev=7.7 total_charge=-1 lumo_ev=3.853 e_above_lowest_kj_mol=576.0 fmax_ev_per_a=2.7
S 1.331 -0.006 0.530 1.52
N 0.308 1.027 -0.292 -0.84
O 2.547 0.029 -0.229 -0.96
C -0.613 -0.087 -0.460 0.05
H -1.034 0.154 1.400 0.07
H -1.041 -0.313 -1.438 0.12
O 0.144 -1.208 -0.065 -0.74
C -1.643 0.404 0.554 -0.22

2.
24
Properties=species:S:1:pos:R:3:nbo_charge:R:1 method="wB97M-V/def2-TZVPD" smiles=Cc1ccc(O)cc1.CC orbital_gap_ev=9.4 total_charge=0 lumo_ev=0.902 e_above_lowest_kj_mol=64.3 fmax_ev_per_a=1.9
C -3.105 2.248 -0.876 -0.62
H -2.740 1.822 -1.823 0.20
C 0.149 -0.070 0.363 0.29
H -2.161 2.436 -0.373 0.22
H 3.977 -2.876 0.246 0.21
H 1.082 1.811 0.742 0.23
H -4.841 0.955 -0.837 0.21
H -3.591 3.201 -1.069 0.20
H 1.604 -3.029 -0.209 0.21
H 4.672 -1.437 -0.537 0.22
C -3.904 1.092 -0.289 -0.61
H -4.014 1.216 0.786 0.20
H 4.481 -1.442 1.179 0.22
H -0.729 -1.990 0.190 0.21
C 1.247 0.786 0.446 -0.25
O -1.095 0.554 0.435 -0.70
C 2.611 -1.210 0.206 -0.05
C 1.483 -1.982 0.059 -0.19
C 2.481 0.183 0.337 -0.18
C 4.008 -1.787 0.253 -0.62
H -1.761 -0.001 0.835 0.48
H 3.363 0.811 0.294 0.21
H -3.417 0.149 -0.553 0.20
C 0.200 -1.440 0.194 -0.28

3.
15
Properties=species:S:1:pos:R:3:nbo_charge:R:1 method="wB97M-V/def2-TZVPD" orbital_gap_ev="8.3 / 7.8" total_charge=0 lumo_ev="0.580 / 0.455" e_above_lowest_kj_mol=333.4 fmax_ev_per_a=1.0
O -1.006 1.500 -0.846 -0.34
H 2.608 0.033 0.269 0.21
C -1.780 0.705 -0.078 -0.06
O -0.983 -1.583 -0.473 -0.71
H 1.786 -1.167 1.274 0.22
H -2.797 0.646 -0.443 0.18
H 0.945 1.973 -1.189 0.19
C 1.701 -0.577 0.356 -0.60
C 0.266 1.285 -0.704 0.11
H 1.664 -1.273 -0.486 0.22
C 0.452 0.290 0.381 -0.33
H -1.149 -0.817 1.377 0.20
H -1.069 -1.262 -1.381 0.46
H 0.395 0.880 1.321 0.23
C -0.923 -0.438 0.378 0.03

4.
86
Properties=species:S:1:pos:R:3:mulliken_charge:R:1 method="wB97M-V/def2-TZVPD" smiles="C[C@H]1COC(=O)O1.C[C@H]1COC(=O)O1.COC(=O)OC.COC(=O)OC.COC(=O)OC.CCCC#N.CCCC#N" orbital_gap_ev=10.4 total_charge=0 lumo_ev=0.403 e_above_lowest_kj_mol=196.9 fmax_ev_per_a=10.3
O 3.090 -0.202 4.379 -0.66
H 5.109 -1.531 -0.383 0.13
C -5.714 1.426 -2.058 -0.64
H -0.463 5.309 2.656 0.45
H 0.827 2.828 -1.438 0.45
C -1.284 3.240 3.009 -0.56
C -1.910 2.105 2.303 -0.38
C 1.851 0.255 3.969 0.43
H 3.104 0.357 1.643 0.33
C -4.421 2.069 -1.535 0.83
H -0.559 2.746 3.666 0.10
H 0.434 -2.164 -0.495 -0.30
H 0.168 4.153 1.725 0.28
C 0.182 -2.580 -3.071 0.85
C -0.752 4.400 2.133 -0.67
H 5.861 -0.099 0.443 0.23
H -6.302 2.096 -2.642 0.43
O -3.519 -0.962 -2.645 -0.48
C 2.175 1.184 -1.072 -0.09
C -4.077 0.096 -2.494 0.07
H -1.850 -2.248 -0.320 0.11
H -5.790 -1.449 0.680 0.50
H 2.211 -2.490 -0.713 -0.17
H -2.352 1.487 3.112 0.37
H 0.575 0.681 -3.655 0.51
O -3.507 1.124 -1.897 0.14
O -3.778 -1.485 2.243 -0.32
H -1.241 0.298 -3.620 0.02
H 8.837 -4.784 -0.130 0.35
H -2.306 -0.525 -0.097 -0.45
O 0.403 -2.408 -4.411 -0.37
H -0.479 2.001 -3.593 0.47
C -4.895 -1.192 0.164 -1.28
H 2.273 1.838 6.243 0.34
H -3.129 3.635 -2.078 0.35
C -2.515 -1.265 2.516 0.44
N -2.210 5.017 0.078 -0.53
O -1.070 -2.884 -2.606 -0.61
C 1.169 -2.743 -1.082 0.25
H -1.561 -2.061 -4.965 0.17
H 0.569 1.747 -0.008 -0.24
H -4.833 -0.198 0.022 0.05
C 9.244 -4.330 0.751 -0.71
H -1.265 1.282 -1.211 -0.48
H 1.064 -3.830 -0.850 0.42
C 2.252 -0.419 1.748 0.12
H -1.195 1.377 1.833 -0.13
O -2.145 -0.882 3.661 -0.64
H 0.603 1.660 6.519 0.22
O 8.370 -3.299 1.110 -0.30
O -1.677 -1.529 1.506 -0.18
H -6.350 1.112 -1.209 0.30
C 1.471 1.134 6.107 -0.75
H 10.289 -4.143 0.600 0.28
H 6.532 -0.518 -1.106 0.35
O 1.367 -0.082 2.792 0.09
H -3.885 -3.036 0.815 0.18
C -0.613 -2.474 -5.375 -0.61
H -2.603 2.306 1.525 0.31
C 0.796 1.730 -1.046 -0.10
O 1.041 0.904 4.810 -0.09
O 6.975 -1.651 0.589 -0.25
H -0.801 -3.362 -5.832 0.38
C -1.545 4.810 1.000 0.38
H 9.175 -5.134 1.478 0.27
C -0.282 0.976 -1.737 2.50
C -3.761 -1.916 0.903 0.80
C -2.399 -1.568 0.328 0.51
N 3.189 0.673 -1.030 -0.42
C 6.084 -0.959 -0.226 -0.45
C -4.155 3.385 -2.203 -1.67
H -0.121 -0.059 -1.526 -1.02
H -2.023 3.700 3.590 0.35
O -5.314 0.269 -2.703 -0.31
C 7.650 -2.672 0.129 0.72
H -4.388 2.116 -0.390 -0.01
H -5.007 -1.637 -0.830 0.41
C -0.362 0.985 -3.223 -1.49
H 1.648 0.230 6.646 0.32
O 1.234 -2.455 -2.405 -0.29
O 7.679 -3.123 -1.218 -0.62
H 2.747 -1.419 1.879 0.24
H 1.602 -0.433 0.918 -0.65
H -0.361 -1.820 -6.237 0.27
H -4.759 4.167 -1.611 0.34
H -4.308 3.153 -3.205 0.54

5.
6
Properties=species:S:1:pos:R:3:nbo_charge:R:1 method="wB97M-V/def2-TZVPD" orbital_gap_ev=7.5 total_charge=0 lumo_ev=-0.920 e_above_lowest_kj_mol=202.4 fmax_ev_per_a=3.3
O -0.582 1.051 -0.057 -0.69
S 0.766 -0.950 1.271 0.02
I -2.346 0.207 -0.034 0.46
H 1.490 0.796 -0.354 0.25
C 0.470 0.262 -0.096 -0.14
S 0.202 -1.366 -0.730 0.09

6.
33
Properties=species:S:1:pos:R:3:nbo_charge:R:1 method="wB97M-V/def2-TZVPD" orbital_gap_ev=6.2 total_charge=+2 lumo_ev=-9.350 e_above_lowest_kj_mol=171.4 fmax_ev_per_a=1.4
O 1.777 1.842 0.045 -0.69
H -0.345 3.265 1.995 0.27
H 4.070 2.131 2.188 0.44
H -0.726 1.642 2.569 0.26
N -0.187 -0.093 -1.216 -0.80
H -2.074 -5.409 -2.001 0.26
C 1.416 2.035 2.394 -0.54
C 0.516 -3.832 -0.452 -0.13
H -2.834 -3.068 -2.362 0.26
N 3.610 2.032 1.295 -0.70
H 1.734 2.841 3.055 0.27
S -3.116 4.753 -2.839 -0.18
H 4.181 1.944 0.465 0.44
C -1.113 -2.262 -1.361 -0.08
C -0.297 -4.856 -0.941 -0.13
C -1.480 -4.587 -1.622 -0.14
O 0.460 -0.415 0.984 -0.91
C -0.047 2.223 1.948 -0.59
S -2.427 1.217 -0.246 0.58
Re -0.288 1.642 -0.081 0.84
H 1.544 1.098 2.941 0.28
C 2.313 1.982 1.206 0.73
S 0.879 -1.048 -0.304 2.28
C 0.084 -2.548 -0.690 -0.34
O -2.461 -0.271 -1.269 -0.53
S -0.254 3.637 -0.999 -0.03
C -1.319 -0.821 -1.369 0.69
S -2.959 4.718 0.869 -0.28
As -2.431 4.439 -1.023 0.90
C -1.915 -3.278 -1.830 -0.14
O 2.249 -1.025 -0.647 -0.81
H 1.434 -4.043 0.084 0.27
H 0.006 -5.884 -0.785 0.26